[1]
Here is one molecule with the formula C13H12F2OSi at a distorted geometry from the OMol25 dataset. Energies are from ωB97M-V with the def2-TZVPD basis set.

Properties
SMILES string = C[Si](O)(c1ccc(F)cc1)c1ccc(F)cc1
Maximum force = 2.0 eV/Å
2S+1 = 1
Energy = -29037.2335 eV

Geometry as XYZ:
```
29
Properties=species:S:1:pos:R:3:forces:R:3
F -1.975 1.171 4.819 0.5 -0.5 -1.2
F 4.661 1.296 -2.080 -0.8 0.3 0.4
O -1.833 0.115 -2.027 -1.3 0.3 0.9
C -0.928 -0.396 3.298 -0.2 0.5 1.5
C -2.120 1.488 2.444 -0.2 0.4 1.0
C 2.400 1.098 -2.750 -0.1 0.0 0.1
C 3.038 0.597 -0.468 0.5 -0.5 -0.5
C -0.708 -0.840 2.024 -0.3 0.6 -0.5
C -1.828 1.070 1.152 -0.3 -0.3 0.7
C 1.129 0.589 -2.487 0.3 0.5 0.0
C 1.787 0.050 -0.276 0.1 0.0 0.3
C -1.673 0.752 3.549 -0.1 0.3 -1.2
C 3.362 1.037 -1.752 0.0 -0.3 0.1
C -1.142 -0.108 0.935 -0.6 -0.1 -0.7
C 0.816 0.071 -1.251 -0.3 -0.3 -0.1
C -1.004 -2.417 -1.279 -0.3 0.0 1.9
Si -0.871 -0.557 -0.846 0.3 -1.6 -1.2
H -2.775 -0.125 -1.884 0.8 0.3 -0.4
H -0.490 -0.894 4.133 0.1 -0.5 0.5
H -2.689 2.387 2.646 -0.1 0.0 -0.1
H 2.629 1.559 -3.694 0.2 -0.1 -0.3
H 3.758 0.517 0.326 0.4 0.1 0.0
H -0.197 -1.741 1.835 0.6 -1.0 0.2
H -2.200 1.553 0.272 -0.2 0.8 0.0
H 0.329 0.590 -3.201 0.0 0.3 -0.6
H 1.531 -0.490 0.620 0.3 0.4 0.6
H -2.034 -2.860 -1.214 0.9 0.5 0.0
H -0.625 -2.537 -2.275 0.2 -0.1 -0.5
H -0.347 -2.975 -0.568 -0.4 0.1 -0.6
```
Forces are in eV/Å.

Atomic partial charges in e from the natural (NBO) method, atoms 1 to 4: number 1, F, carries -0.322; number 2, F, carries -0.328; number 3, O, carries -1.072; number 4, C, carries -0.267

[2]
Here is C13H12N4O2OsS2SbSe4 as an isolated structure at a distorted geometry from the OMol25 dataset. Energies are from ωB97M-V with the def2-TZVPD basis set.

Properties
Maximum force = 1.0 eV/Å
Energy above the lowest of the compared OMol25 structures with the same formula, charge and spin = 38.6 kcal/mol
2S+1 = 5
Total charge = +1
Energy = -315781.1816 eV

Geometry as XYZ:
```
39
Properties=species:S:1:pos:R:3:forces:R:3
Os -0.380 0.031 -0.015 -0.2 0.0 0.2
S -4.411 1.969 0.298 0.1 -0.1 0.0
C -3.269 3.239 0.349 0.0 0.0 0.0
C -1.982 2.795 0.274 0.1 0.2 0.0
C -1.876 1.379 0.167 -0.1 0.0 0.0
C -3.138 0.814 0.172 0.0 0.3 0.0
C -3.267 -0.609 0.066 -0.1 -0.2 0.0
C -4.459 -1.334 0.087 0.1 -0.1 0.0
C -4.416 -2.711 0.003 0.0 0.1 0.0
C -3.187 -3.356 -0.098 0.0 0.0 0.0
C -2.045 -2.587 -0.123 0.0 -0.1 0.0
N -2.070 -1.249 -0.054 -0.1 0.1 -0.1
H -3.614 4.260 0.435 0.0 -0.1 0.0
H -1.132 3.466 0.291 -0.1 0.0 0.0
H -5.400 -0.808 0.175 0.0 0.0 0.0
H -5.335 -3.284 0.019 0.0 0.0 0.0
H -3.113 -4.433 -0.155 0.0 0.0 0.0
H -1.067 -3.046 -0.192 0.0 0.0 0.0
C 4.179 1.703 1.649 0.0 0.1 0.0
N 3.932 1.297 0.273 0.0 0.0 -0.1
C 4.897 0.964 -0.663 0.1 0.0 0.1
C 4.257 0.644 -1.805 0.0 0.0 -0.1
N 2.909 0.794 -1.549 0.1 0.0 0.0
C 2.713 1.205 -0.284 0.2 -0.1 -0.1
S 1.228 1.639 0.455 -0.1 0.1 0.1
H 5.201 1.441 1.907 0.0 0.0 0.0
H 3.488 1.183 2.306 0.0 0.0 0.0
H 4.038 2.777 1.755 0.0 0.0 0.0
H 5.948 0.992 -0.431 0.0 0.0 0.0
H 4.635 0.343 -2.767 0.0 0.0 0.1
H 2.150 0.679 -2.203 -0.1 0.0 -0.1
Se 4.561 -2.399 0.683 0.2 0.3 0.1
Sb 3.026 -4.136 -0.134 -0.9 -0.4 -0.3
Se 4.348 -5.884 -1.312 0.0 0.0 0.0
Se 1.313 -4.998 1.267 0.4 0.3 -0.3
Se 2.138 -3.084 -2.421 0.4 -0.4 0.2
O 1.064 -1.694 -0.347 0.0 0.1 0.2
N 1.115 -1.742 -1.580 0.1 0.0 0.2
O 0.517 -0.918 -2.241 -0.1 0.1 -0.4
```
Forces are in eV/Å.

Atomic partial charges in e from the natural (NBO) method, atoms 1 to 4: number 1, Os, carries 0.703; number 2, S, carries 0.461; number 3, C, carries -0.379; number 4, C, carries -0.272

[3]
Here is one molecule with the formula C13H12N4OS2 at a distorted geometry from the OMol25 dataset. Energies are from ωB97M-V with the def2-TZVPD basis set.

Properties
SMILES string = CC1=Nc2ccccc2NC(=O)[C@@H]1Sc1nnc(C)s1
Maximum force = 1.7 eV/Å
Energy above the lowest of the compared OMol25 structures with the same formula, charge and spin = 0.0 kcal/mol
2S+1 = 1
Energy = -43353.8705 eV

Geometry as XYZ:
```
32
Properties=species:S:1:pos:R:3:forces:R:3
C -1.106 4.159 0.802 0.0 0.1 0.0
C -0.707 2.797 0.354 -0.2 -0.1 -0.1
N 0.014 2.648 -0.673 -0.1 1.0 -0.2
C 0.540 1.450 -1.090 0.5 -0.8 0.0
C 0.632 1.211 -2.465 0.0 -0.1 0.2
C 1.240 0.075 -2.946 0.0 0.0 -0.1
C 1.820 -0.831 -2.066 0.1 0.0 0.1
C 1.766 -0.602 -0.708 -0.1 0.0 0.0
C 1.103 0.514 -0.201 -0.1 0.2 -0.4
N 1.068 0.707 1.179 0.7 0.1 0.0
C 0.042 1.163 1.944 -0.2 0.2 0.3
O 0.137 1.311 3.139 0.0 0.0 0.2
C -1.196 1.638 1.197 -0.1 -0.4 -0.1
H -1.931 1.957 1.938 0.3 0.0 0.0
S -2.061 0.435 0.103 -0.3 0.5 0.0
C -1.375 -1.099 0.488 -0.2 -0.7 -0.5
N -0.668 -1.398 1.522 -0.7 1.3 0.1
N -0.255 -2.656 1.532 0.8 -1.4 0.5
C -0.634 -3.360 0.532 -0.6 0.3 -0.8
C -0.307 -4.786 0.329 0.0 -0.2 -0.1
H 0.296 -5.135 1.163 0.0 0.0 0.0
H -1.219 -5.377 0.268 0.0 -0.1 0.0
H 0.244 -4.917 -0.601 0.0 -0.1 0.0
S -1.612 -2.446 -0.620 0.5 0.2 0.9
H 1.798 0.250 1.714 -0.2 0.1 0.0
H 2.210 -1.301 -0.013 0.0 -0.1 0.1
H 2.314 -1.715 -2.442 0.1 -0.1 0.0
H 1.280 -0.106 -4.009 0.0 0.0 -0.1
H 0.193 1.937 -3.131 0.0 0.1 -0.1
H -0.641 4.908 0.168 0.0 0.0 0.0
H -0.796 4.307 1.836 0.0 0.0 0.1
H -2.189 4.264 0.756 -0.1 0.0 0.1
```
Forces are in eV/Å.

Atomic partial charges in e from the natural (NBO) method, atoms 1 to 4: number 1, C, carries -0.659; number 2, C, carries 0.331; number 3, N, carries -0.418; number 4, C, carries 0.065

[4]
Here is C13H12O5PPt as an isolated structure at a distorted geometry from the OMol25 dataset. Energies are from ωB97M-V with the def2-TZVPD basis set.

Properties
Maximum force = 4.5 eV/Å
Energy above the lowest of the compared OMol25 structures with the same formula, charge and spin = 6.4 kcal/mol
2S+1 = 5
Total charge = +3
Energy = -36409.6116 eV

Geometry as XYZ:
```
32
Properties=species:S:1:pos:R:3:forces:R:3
O -0.160 -2.292 -3.371 0.0 0.0 0.0
C -0.019 -1.729 -2.418 0.0 -0.5 -0.5
Pt 0.008 0.071 -0.036 -0.4 -0.8 0.2
O -0.689 -2.682 1.448 -0.1 -0.7 0.2
C -0.408 -1.752 0.911 -0.4 -0.4 0.6
C 0.543 1.766 -1.052 0.5 4.5 0.0
O 0.816 2.879 -1.244 -0.7 -3.5 0.0
C -1.961 0.246 -0.527 -3.3 0.9 -0.7
O -3.037 0.533 -0.734 1.9 -0.5 0.4
C 1.942 -0.355 0.090 3.7 -0.8 0.0
O 3.056 -0.506 0.240 -1.8 0.3 -0.1
H 0.171 0.367 -1.665 0.5 0.6 -1.6
C 1.243 2.205 2.252 0.9 -0.6 -0.4
P 0.193 0.755 2.643 -0.6 3.5 1.7
C -1.454 1.510 2.470 -0.7 -1.0 -0.3
C 0.336 0.806 4.521 1.3 -2.9 -0.3
C -0.045 1.953 5.228 -0.4 0.8 -0.6
C 0.112 2.006 6.615 0.5 -0.3 2.1
C 0.683 0.929 7.289 -0.5 1.8 0.8
C 1.079 -0.208 6.584 0.7 -0.8 1.4
C 0.910 -0.281 5.196 -0.8 1.1 -2.6
H 0.922 2.754 1.353 0.1 -0.3 0.5
H 2.220 1.740 2.079 0.3 0.7 0.0
H 1.324 2.895 3.113 -0.1 -0.5 -0.3
H -1.738 1.901 3.460 -0.1 -0.2 -0.5
H -1.455 2.309 1.716 0.0 -0.3 0.2
H -2.159 0.711 2.187 -0.2 0.6 0.3
H -0.436 2.835 4.698 0.2 -0.4 0.4
H -0.172 2.910 7.176 0.1 -0.5 -0.4
H 0.863 1.002 8.377 -0.2 -0.1 -0.7
H 1.567 -1.025 7.134 -0.3 0.3 -0.3
H 1.257 -1.150 4.624 -0.2 0.2 0.4
```
Forces are in eV/Å.

Atomic partial charges in e from the natural (NBO) method, atoms 1 to 4: number 1, O, carries -0.339; number 2, C, carries 0.458; number 3, Pt, carries 0.383; number 4, O, carries -0.290

[5]
Here is C13H13AgN7Se3Te as an isolated structure from the OMol25 dataset. Energies are from ωB97M-V with the def2-TZVPD basis set.

Properties
Maximum force = 0.3 eV/Å
Energy above the lowest of the compared OMol25 structures with the same formula, charge and spin = 0.0 kcal/mol
2S+1 = 1
Total charge = -1
Energy = -231459.7082 eV

Geometry as XYZ:
```
38
Properties=species:S:1:pos:R:3:forces:R:3
Ag 1.874 0.488 -1.412 0.1 0.0 0.0
N 0.414 -2.596 -2.268 0.0 -0.1 -0.1
C 0.072 -2.523 -0.970 0.0 0.0 0.1
N -0.611 -3.537 -0.426 0.0 -0.1 0.0
C -0.898 -3.374 0.862 0.1 0.1 0.0
N -1.589 -4.367 1.469 -0.1 0.0 0.0
N -0.548 -2.331 1.627 0.0 0.0 -0.1
C 0.113 -1.382 0.964 0.0 -0.1 0.0
N 0.420 -1.402 -0.320 -0.1 -0.1 0.2
C 0.574 -0.196 1.746 0.0 0.1 0.1
C 0.342 -0.104 3.115 0.1 0.1 -0.1
C 0.822 1.016 3.776 0.0 0.0 0.0
C 1.504 1.988 3.062 0.0 0.0 0.0
C 1.685 1.809 1.696 0.0 0.0 0.1
N 1.226 0.739 1.062 0.0 0.0 0.0
H 0.339 -3.506 -2.690 0.0 0.0 0.0
H 1.198 -2.013 -2.561 0.0 0.0 0.0
H -1.897 -5.150 0.925 0.0 0.0 0.0
H -1.850 -4.263 2.430 0.0 0.0 0.0
H -0.191 -0.888 3.630 0.0 0.0 0.0
H 0.663 1.123 4.843 0.0 0.0 0.0
H 1.896 2.872 3.547 0.0 0.0 0.0
H 2.206 2.526 1.066 0.0 0.0 0.0
Se 2.788 2.932 -1.719 0.2 0.0 0.0
Se 4.939 2.157 -1.095 -0.2 -0.1 -0.2
Te 5.314 0.218 -2.678 0.0 0.1 0.1
Se 3.633 -1.469 -1.904 -0.1 0.1 0.0
C -3.296 2.415 -1.470 0.0 0.0 0.0
C -2.157 3.202 -1.440 0.0 0.0 0.0
C -0.922 2.592 -1.618 0.0 0.0 0.0
N -0.788 1.285 -1.819 0.2 -0.1 0.0
C -1.883 0.536 -1.845 -0.1 0.0 0.0
C -3.160 1.051 -1.676 0.0 0.0 0.0
H -4.275 2.858 -1.333 0.0 0.0 0.0
H -2.212 4.270 -1.279 0.0 0.0 0.0
H 0.003 3.157 -1.585 0.0 0.0 0.0
H -1.728 -0.525 -2.008 0.0 0.0 0.0
H -4.020 0.395 -1.703 0.0 0.0 0.0
```
Forces are in eV/Å.

Atomic partial charges in e from the natural (NBO) method, atoms 1 to 4: number 1, Ag, carries 0.720; number 2, N, carries -0.786; number 3, C, carries 0.606; number 4, N, carries -0.595

[6]
Here is C13H13BO as an isolated structure at a distorted geometry from the OMol25 dataset. Energies are from ωB97M-V with the def2-TZVPD basis set.

Properties
Maximum force = 5.3 eV/Å
2S+1 = 3
Energy = -16410.5689 eV

Geometry as XYZ:
```
28
Properties=species:S:1:pos:R:3:forces:R:3
B -0.790 1.637 -0.450 -1.6 -2.3 1.5
C -3.391 -1.230 1.732 -0.9 1.1 -0.6
C 3.442 -1.704 -1.161 -2.1 4.2 2.5
C -2.082 -1.521 1.451 1.9 -0.6 -0.1
C -3.927 -0.046 1.150 -1.6 -0.5 2.8
C 3.013 -1.459 0.173 -0.3 -0.1 -0.2
C 3.043 -0.653 -2.056 -0.6 -2.6 -1.1
C -1.252 -0.646 0.782 0.9 -0.3 -0.3
C -3.092 0.875 0.600 -0.7 -0.2 -1.7
C 2.275 -0.306 0.506 -0.3 -2.6 2.2
C 2.253 0.406 -1.744 1.0 -1.0 2.3
C -1.743 0.608 0.349 3.9 0.9 -0.8
C 1.881 0.627 -0.399 -1.2 2.6 -0.9
C 1.175 1.862 0.037 0.7 -3.6 0.1
O -1.205 2.632 -1.256 -2.3 1.1 -1.9
H -3.972 -1.866 2.350 -0.6 -0.5 0.3
H 4.141 -2.432 -1.365 0.9 -1.8 -0.8
H -1.553 -2.435 1.736 -0.7 0.0 0.2
H -5.005 0.290 1.425 1.8 -0.9 -0.9
H 3.093 -2.191 0.985 0.5 0.2 -0.5
H 2.987 -0.952 -3.096 1.1 0.5 -0.4
H -0.216 -1.015 0.509 -1.3 0.7 0.4
H -3.586 1.573 -0.031 -0.2 1.4 0.1
H 1.796 -0.260 1.516 0.8 0.0 -0.8
H 2.082 1.123 -2.447 -1.0 1.6 -2.0
H 1.395 1.989 1.100 -0.8 0.6 -0.2
H 1.360 2.607 -0.673 -0.2 1.7 -0.7
H -2.120 2.486 -1.725 2.9 0.2 1.5
```
Forces are in eV/Å.

Atomic partial charges in e from the natural (NBO) method, atoms 1 to 4: number 1, B, carries 0.759; number 2, C, carries -0.279; number 3, C, carries -0.141; number 4, C, carries -0.220

[7]
Here is one molecule with the formula C13H13BrN4O4 at a distorted geometry from the OMol25 dataset. Energies are from ωB97M-V with the def2-TZVPD basis set.

Properties
SMILES string = C[C@H]1C=C(Br)C(=O)[C@@H](n2cnc3c(=O)n(C)c(=O)n(C)c32)O1
Maximum force = 4.3 eV/Å
2S+1 = 1
Energy = -97884.0189 eV

Geometry as XYZ:
```
35
Properties=species:S:1:pos:R:3:forces:R:3
O 2.255 4.438 2.670 -0.2 -0.7 -0.2
O 4.044 2.441 -0.847 0.3 0.1 -0.8
O -1.719 0.977 -1.298 0.5 -0.7 0.9
Br -3.867 -1.001 -2.290 0.7 -0.1 0.6
N -0.077 2.482 2.672 0.9 0.1 -0.6
O -0.892 -1.297 1.338 -0.2 -0.1 -0.7
C 2.207 3.489 1.890 -0.2 3.1 3.0
C 3.162 2.518 -0.018 1.4 -1.2 -0.9
C -1.604 -0.070 -0.692 -0.5 0.7 -0.7
C -0.734 1.486 2.165 0.9 0.2 0.1
C -2.466 -1.241 -1.007 0.3 -2.4 1.4
C 1.066 2.587 1.861 0.1 -0.2 -0.7
C 1.058 1.668 0.854 0.5 0.6 0.5
C -2.261 -2.449 -0.348 -0.5 3.5 -1.2
N 3.307 3.315 1.060 -1.7 -0.9 0.3
N 2.070 1.684 -0.126 -2.3 -0.9 -0.2
N -0.060 0.901 1.089 -1.0 -1.3 -1.2
C 4.530 4.080 1.150 0.5 1.0 0.3
C 1.853 0.971 -1.396 0.5 0.0 0.0
C -1.679 -3.535 1.844 -0.1 1.4 0.5
C -0.507 -0.320 0.381 0.7 0.3 0.2
C -1.220 -2.574 0.736 -0.6 -0.3 0.5
H -1.644 1.085 2.582 0.0 -0.1 -0.2
H -2.971 -3.224 -0.567 0.1 -0.6 0.0
H 4.581 4.758 2.016 -0.8 -0.4 -0.4
H 5.374 3.414 1.260 0.1 -0.3 -0.3
H 4.636 4.659 0.231 0.2 -0.1 0.2
H 2.406 1.374 -2.246 0.1 0.3 0.6
H 0.826 0.919 -1.694 -0.8 0.6 0.2
H 2.143 -0.049 -1.277 0.6 -0.8 0.0
H -1.780 -4.538 1.486 0.0 -0.6 -0.4
H -2.663 -3.217 2.227 0.4 -0.1 0.1
H -0.922 -3.526 2.644 -0.4 0.0 -0.2
H 0.395 -0.652 -0.160 -0.3 -0.2 0.0
H -0.326 -3.034 0.332 0.6 0.2 -0.4
```
Forces are in eV/Å.

Atomic partial charges in e from the natural (NBO) method, atoms 1 to 4: number 1, O, carries -0.586; number 2, O, carries -0.637; number 3, O, carries -0.488; number 4, Br, carries 0.109

[8]
Here is a 9-piece molecular cluster, C13H13Cl24N overall at a distorted geometry from the OMol25 dataset. Energies are from ωB97M-V with the def2-TZVPD basis set.

Properties
SMILES string = ClC(Cl)Cl.ClC(Cl)Cl.ClC(Cl)Cl.ClC(Cl)Cl.ClC(Cl)Cl.ClC(Cl)Cl.ClC(Cl)Cl.ClC(Cl)Cl.c1ccncc1
Maximum force = 1.3 eV/Å
Energy above the lowest of the compared OMol25 structures with the same formula, charge and spin = 6.8 kcal/mol
2S+1 = 1
Energy = -315719.7562 eV

Geometry as XYZ:
```
51
Properties=species:S:1:pos:R:3:forces:R:3
N -1.045 -0.800 0.758 -0.4 -0.5 -0.2
C -1.753 0.326 0.785 0.3 0.6 0.1
C -1.458 1.427 -0.023 0.7 -0.8 0.0
C -0.410 1.266 -0.925 -0.1 0.2 -0.5
C 0.289 0.065 -1.028 -1.0 0.6 0.0
C -0.099 -0.945 -0.164 1.0 0.3 0.2
H -2.522 0.379 1.545 -0.1 0.0 0.0
H -1.948 2.383 0.067 -0.2 -0.1 0.0
H -0.164 2.076 -1.602 0.1 0.1 0.1
H 1.044 -0.048 -1.791 0.2 -0.2 0.2
H 0.521 -1.834 -0.120 -0.4 -0.3 0.0
C 2.088 -5.780 -0.833 -0.1 0.0 -0.3
Cl 3.749 -5.243 -0.637 0.1 -0.3 0.0
Cl 1.674 -5.865 -2.552 -0.1 0.1 0.0
Cl 0.978 -4.724 0.048 0.0 -0.1 -0.1
H 1.969 -6.789 -0.459 0.1 0.1 0.2
C 1.350 -0.992 3.345 -0.2 -1.3 -0.2
Cl 2.728 -0.672 4.366 0.3 0.2 0.2
Cl -0.121 -0.290 3.979 0.2 0.3 -0.1
Cl 1.136 -2.787 3.184 0.1 0.4 0.1
H 1.587 -0.691 2.331 -0.3 0.5 0.1
C -0.389 4.404 -4.260 0.0 0.3 -0.2
Cl -0.789 5.317 -2.799 0.0 -0.1 0.0
Cl -1.170 2.836 -4.304 -0.3 -0.2 0.1
Cl 1.338 4.204 -4.430 0.4 0.0 0.0
H -0.726 4.986 -5.109 -0.1 -0.1 0.1
C -4.584 2.177 -1.629 0.3 -0.1 -0.5
Cl -5.776 2.226 -2.940 -0.2 0.1 0.3
Cl -5.207 1.618 -0.096 -0.3 0.0 0.0
Cl -3.791 3.752 -1.459 -0.1 -0.1 0.0
H -3.855 1.452 -1.970 0.2 0.1 0.2
C 4.727 1.478 -3.349 0.1 0.3 -0.6
Cl 4.859 -0.180 -3.969 -0.1 0.4 0.3
Cl 3.214 1.758 -2.504 0.0 -0.1 -0.1
Cl 4.908 2.653 -4.692 -0.1 -0.2 0.2
H 5.550 1.701 -2.685 0.0 -0.3 0.2
C -3.684 2.199 4.216 -0.1 -0.4 0.5
Cl -3.575 0.409 4.233 0.1 0.5 -0.1
Cl -3.281 2.904 2.671 0.0 0.0 -0.2
Cl -2.682 2.924 5.477 0.0 -0.2 0.0
H -4.714 2.421 4.459 0.0 0.1 -0.1
C 4.541 -0.946 0.662 0.6 0.0 0.2
Cl 3.986 0.718 0.606 -0.1 0.1 0.0
Cl 5.974 -1.178 -0.395 -0.6 0.0 0.2
Cl 3.258 -2.092 0.322 0.2 0.2 -0.1
H 4.881 -1.103 1.678 0.0 -0.2 0.0
C -2.431 -3.342 2.349 -0.3 -0.6 -0.2
Cl -4.064 -2.765 1.968 0.2 0.1 -0.1
Cl -2.270 -5.049 1.800 0.0 0.5 0.3
Cl -2.145 -3.184 4.073 0.0 -0.1 0.0
H -1.695 -2.765 1.799 -0.1 0.3 0.1
```
Forces are in eV/Å.

Atomic partial charges in e from the natural (NBO) method, atoms 1 to 4: number 1, N, carries -0.470; number 2, C, carries 0.045; number 3, C, carries -0.274; number 4, C, carries -0.169